[1]
The following is a DFT calculation (wB97M-V/def2-TZVPD) of a molecular structure, C33H35BaN5O8SSe2.

Structure (ORCA input):
```
! wB97M-V def2-TZVPD RIJCOSX def2/J DEFGRID3
* xyz -2 1
Ba 0.2603 -0.8125 0.1397
O -5.2573 2.6919 1.4124
C -4.0286 2.0957 1.4147
C -3.8162 0.8738 2.0362
C -2.5612 0.3025 1.9416
N -1.5642 0.8931 1.2846
C -1.7683 2.0771 0.7088
C -2.9853 2.7323 0.7564
C -0.5898 2.6403 -0.0989
O -0.5002 3.8701 -0.1916
O 0.1829 1.7660 -0.5949
C -2.2961 -1.1045 2.5209
O -3.1787 -1.5760 3.2372
O -1.2003 -1.6336 2.1591
H -5.9029 2.0299 1.6800
H -4.5997 0.3330 2.5511
H -3.1137 3.6866 0.2665
N 1.6925 -3.4285 0.3208
C 3.0222 -3.8817 0.0977
C 3.3734 -4.4240 -1.1391
C 4.6609 -4.8799 -1.3624
C 5.6229 -4.8078 -0.3613
C 5.2774 -4.2531 0.8591
C 3.9895 -3.7811 1.0876
S 7.2857 -5.4035 -0.6816
O 7.0875 -6.7441 -1.2171
O 7.9466 -5.3624 0.6160
O 7.8232 -4.4597 -1.6556
H 1.0515 -3.8000 -0.3756
H 1.3575 -3.6886 1.2426
H 2.6204 -4.5007 -1.9176
H 4.9327 -5.3142 -2.3168
H 6.0363 -4.1929 1.6282
H 3.7300 -3.3362 2.0426
C 5.5944 3.7887 -0.3492
C 4.7494 4.1178 0.8780
C 3.3196 4.5635 0.5562
C 2.3175 3.4322 0.3564
N 2.6387 2.5596 -0.7641
C 3.0380 1.2746 -0.6769
Se 3.3765 0.3157 0.8686
N 3.0635 0.7589 -1.9352
C 3.4809 -0.5910 -2.3216
C 4.7869 -0.5732 -3.1149
C 5.9924 -0.0824 -2.3144
C 6.4867 -1.0892 -1.2859
C 2.6196 1.7226 -2.8283
C 2.3991 1.6801 -4.1962
C 1.8871 2.8257 -4.7852
C 1.5959 3.9654 -4.0301
C 1.8119 4.0010 -2.6621
C 2.3418 2.8616 -2.0806
H 6.6190 3.5454 -0.0635
H 5.6279 4.6375 -1.0378
H 5.2026 2.9341 -0.8977
H 5.2467 4.9167 1.4358
H 4.7130 3.2483 1.5400
H 3.3288 5.2191 -0.3219
H 2.9295 5.1640 1.3830
H 1.3057 3.8036 0.1785
H 2.2874 2.7943 1.2391
H 2.6719 -1.0364 -2.9070
H 3.5942 -1.1642 -1.4005
H 4.6486 0.0573 -3.9984
H 4.9705 -1.5896 -3.4742
H 5.7338 0.8634 -1.8274
H 6.8010 0.1472 -3.0143
H 5.7198 -1.3175 -0.5445
H 7.3581 -0.7090 -0.7500
H 6.8021 -2.0220 -1.7547
H 2.5917 0.7873 -4.7747
H 1.6902 2.8289 -5.8494
H 1.1698 4.8311 -4.5204
H 1.5358 4.8608 -2.0681
Se -0.7018 -2.5957 -2.4166
C -2.2800 -1.7771 -1.7291
C -3.2116 -2.4647 -0.9415
C -4.3344 -1.8094 -0.4742
N -4.6138 -0.5241 -0.7169
C -3.7141 0.1396 -1.4391
C -2.5552 -0.4250 -1.9546
H -3.0485 -3.5073 -0.7030
H -5.0559 -2.3426 0.1365
H -3.9260 1.1883 -1.6234
H -1.8673 0.1816 -2.5317
*
```

Summary:
M, g/mol: 956.98
Relative energy (zero: lowest compared OMol25 entry of this formula, charge and spin), eV: 0.3994
E_HOMO, eV: -3.49
Gap between HOMO and LUMO, Ha: 0.2684

Results of the Mulliken charge analysis, in e, for atoms 1 through 6: 1.525, -0.583, 1.238, -0.462, -0.002, -0.513

---

[2]
The following is a DFT calculation (wB97M-V/def2-TZVPD) of 16 unconnected molecules or ions with the total composition C48H140N12O16 in a non-equilibrium geometry.

Structure (ORCA input):
```
! wB97M-V def2-TZVPD RIJCOSX def2/J DEFGRID3
* xyz 0 1
C 3.7896 0.9165 8.6914
C 4.2634 2.1520 7.9556
C 3.7363 2.3173 6.5284
O 4.2495 1.2693 5.7179
C 3.7816 1.4716 4.3818
N 3.8742 3.2866 8.8189
H 2.6937 0.9064 8.7317
H 4.1847 0.9565 9.7023
H 4.1600 0.0010 8.2330
H 5.3541 2.1421 7.8509
H 4.0689 3.3011 6.1050
H 2.6217 2.3106 6.5264
H 4.1251 0.6449 3.7654
H 4.1579 2.4079 3.9476
H 2.6887 1.5539 4.3493
H 4.5283 4.0519 8.7978
H 2.9764 3.6568 8.5257
C -5.9174 -1.8790 5.3043
C -5.1613 -3.2313 5.2813
C -3.6819 -3.1051 4.9296
O -3.5837 -2.6293 3.6236
C -2.3077 -2.8020 3.0539
N -5.2236 -3.9440 6.5488
H -5.4266 -1.1348 5.9524
H -6.9561 -2.0256 5.6043
H -5.9360 -1.4729 4.2929
H -5.6271 -3.8488 4.5055
H -3.1946 -4.0964 5.0221
H -3.1868 -2.4167 5.6516
H -2.0999 -3.8670 2.8666
H -1.5149 -2.3724 3.6874
H -2.2974 -2.3232 2.0812
H -4.7444 -3.4027 7.2605
H -4.6923 -4.8026 6.4776
C -2.9632 -7.1377 -2.0459
C -2.0245 -6.0370 -1.5972
C -1.2543 -5.3290 -2.7223
O -2.1145 -4.7549 -3.7114
C -1.5133 -3.6907 -4.4473
N -2.8846 -5.0950 -0.8765
H -3.5753 -7.4614 -1.2007
H -2.4508 -8.0032 -2.4720
H -3.6469 -6.7712 -2.8169
H -1.2410 -6.4296 -0.9364
H -0.5789 -6.0530 -3.2065
H -0.6289 -4.5343 -2.2846
H -2.1915 -3.4243 -5.2544
H -0.5512 -3.9803 -4.9015
H -1.3509 -2.8226 -3.8097
H -3.4551 -5.6379 -0.2273
H -3.5675 -4.7178 -1.5442
C 0.3361 -5.4758 5.2638
C 1.5471 -4.8471 4.5401
C 1.9356 -3.3955 4.9477
O 0.8553 -2.4991 4.7180
C 1.0659 -1.1532 5.0939
N 2.7092 -5.7268 4.6865
H -0.5740 -4.9248 4.9995
H 0.4452 -5.4347 6.3546
H 0.2554 -6.5184 4.9492
H 1.2631 -4.8066 3.4806
H 2.8061 -3.0955 4.3361
H 2.2361 -3.3824 6.0191
H 0.1457 -0.6131 4.8387
H 1.9350 -0.7316 4.5657
H 1.2458 -1.0466 6.1777
H 3.1097 -5.6206 5.6197
H 3.4147 -5.4457 4.0106
C -1.4789 0.7422 -5.3517
C -0.3465 0.9558 -6.3607
C -0.0829 -0.1759 -7.3730
O 0.2437 -1.4014 -6.6756
C 1.1949 -2.2297 -7.3609
N -0.5333 2.2168 -7.0853
H -2.3786 0.3230 -5.8078
H -1.7519 1.6894 -4.8662
H -1.1534 0.1003 -4.5265
H 0.5848 1.0203 -5.7354
H 0.7779 0.0956 -8.0048
H -0.9562 -0.3550 -8.0163
H 1.2206 -3.1953 -6.8497
H 2.1983 -1.7820 -7.3168
H 0.9009 -2.3501 -8.4080
H 0.2884 2.4121 -7.6628
H -0.4845 2.9751 -6.4106
C -0.3220 6.1157 1.3621
C -0.3425 5.4548 2.7334
C 0.3986 4.1248 2.5974
O 0.6676 3.5077 3.8413
C 0.1469 2.2201 4.0334
N 0.2319 6.3802 3.7285
H 0.7130 6.3452 1.0894
H -0.8760 7.0565 1.4322
H -0.7318 5.4613 0.5867
H -1.3780 5.2868 3.0419
H 1.3645 4.3454 2.1097
H -0.1929 3.4600 1.9419
H -0.9269 2.1542 3.7811
H 0.2982 1.9728 5.0894
H 0.6510 1.4642 3.4204
H 1.2101 6.5527 3.5039
H 0.2716 5.8880 4.6271
C -5.0646 5.1647 0.7628
C -4.0306 4.1507 1.2888
C -4.6280 2.7239 1.4991
O -3.6547 1.7755 1.9788
C -4.0728 0.4066 2.1000
N -2.9715 3.9858 0.3041
H -5.6558 5.6045 1.5678
H -5.7622 4.6950 0.0612
H -4.5175 5.9513 0.2364
H -3.5958 4.5203 2.2297
H -4.9474 2.4054 0.4871
H -5.4776 2.7440 2.2079
H -3.1686 -0.1755 2.2821
H -4.5251 0.0351 1.1696
H -4.7973 0.2964 2.9153
H -3.4064 3.7036 -0.5642
H -2.3878 3.2044 0.5922
C 7.0926 -0.8720 -4.0542
C 5.7276 -1.1872 -4.6740
C 4.6801 -0.1407 -4.2095
O 4.8162 0.0201 -2.8096
C 4.3009 -1.0779 -2.0779
N 5.8581 -1.3504 -6.1196
H 7.4191 0.1368 -4.3230
H 7.8374 -1.5668 -4.4441
H 7.0478 -0.8848 -2.9645
H 5.4073 -2.1579 -4.2830
H 3.6404 -0.4087 -4.4578
H 4.8865 0.8501 -4.6490
H 4.5306 -2.0269 -2.5613
H 3.2088 -0.9608 -1.9540
H 4.7815 -1.0698 -1.0986
H 5.7966 -0.4702 -6.6203
H 5.1405 -1.9592 -6.4921
C -0.1794 3.7653 -2.4166
C 0.7575 2.8949 -3.2477
C 1.5873 3.6370 -4.3248
O 0.8019 4.0735 -5.4282
C 1.5485 4.8782 -6.3320
N 1.7568 2.2609 -2.3391
H -0.8450 3.1695 -1.7831
H -0.7982 4.4136 -3.0401
H 0.4321 4.3799 -1.7462
H 0.1943 2.1079 -3.7806
H 2.3888 2.9578 -4.6840
H 2.0865 4.5028 -3.8610
H 2.0827 5.6587 -5.7748
H 0.8242 5.2712 -7.0486
H 2.3062 4.2898 -6.8806
H 1.2424 1.8337 -1.5716
H 2.2155 1.4883 -2.8395
C -5.6967 -3.4265 -0.0141
C -5.9094 -2.2699 -0.9880
C -5.0565 -2.4500 -2.2515
O -5.0900 -1.2724 -3.0515
C -4.3063 -1.2990 -4.2280
N -7.3328 -2.1171 -1.3449
H -4.6864 -3.3891 0.3988
H -5.8871 -4.3817 -0.5170
H -6.3984 -3.3870 0.8174
H -5.5358 -1.3479 -0.4932
H -5.4227 -3.3223 -2.8299
H -4.0226 -2.6945 -1.9313
H -4.4692 -2.1990 -4.8352
H -3.2282 -1.2383 -4.0328
H -4.5733 -0.4192 -4.8118
H -7.7879 -1.6296 -0.5750
H -7.3692 -1.5166 -2.1633
C 4.8936 4.4323 -0.4169
C 5.4489 3.0602 -0.7982
C 4.8764 1.9512 0.1084
O 5.0420 2.2797 1.4975
C 6.4241 2.3140 1.8976
N 5.0124 2.8127 -2.1730
H 3.8225 4.3570 -0.2160
H 5.0308 5.1036 -1.2696
H 5.3486 4.8834 0.4631
H 6.5415 3.0429 -0.7667
H 5.3188 0.9607 -0.1119
H 3.7967 1.8920 -0.0685
H 6.9339 3.1639 1.4206
H 6.8882 1.3521 1.6319
H 6.4209 2.4572 2.9801
H 5.1733 1.8359 -2.4045
H 3.9904 2.8928 -2.1819
C -2.5628 0.4316 -1.2327
C -1.0856 0.0230 -1.2507
C -0.3205 0.1087 0.0901
O 1.1022 -0.1075 -0.0298
C 1.7915 0.1576 1.1913
N -1.0064 -1.3426 -1.7502
H -2.9194 0.2702 -2.2553
H -2.7377 1.4703 -0.9444
H -3.1251 -0.2123 -0.5382
H -0.5547 0.7168 -1.9317
H -0.7459 -0.6034 0.8130
H -0.4959 1.1286 0.4908
H 1.6500 1.1986 1.5150
H 2.8565 -0.0034 1.0034
H 1.4601 -0.5170 1.9942
H -0.1335 -1.4830 -2.2649
H -1.7433 -1.4997 -2.4353
O 1.7287 -3.5580 -0.4595
H 0.7558 -3.5649 -0.2498
H 1.9222 -2.6133 -0.4701
O -4.3631 3.3934 -2.1386
H -5.1130 2.7974 -2.2285
H -4.1885 3.7285 -3.0161
O 1.1443 -1.1483 -3.9161
H 1.5039 -2.0418 -3.8869
H 0.8297 -1.0493 -4.8282
O -0.9121 -3.3978 0.0459
H -1.6335 -4.0066 -0.2212
H -1.0735 -2.5819 -0.4909
*
```

Summary:
M, g/mol: 1141.72
Relative energy (zero: lowest compared OMol25 entry of this formula, charge and spin), eV: 0.0000
E_HOMO, eV: -8.47
Gap between HOMO and LUMO, Ha: 0.3155

Results of the Mulliken charge analysis, in e, for atoms 1 through 6: -1.360, 0.331, -0.242, -0.466, -0.089, -0.691

---

The highest gap between HOMO and LUMO belongs to which entry? C48H140N12O16